Model A:
{
  "formula": "C4H4N2",
  "method": "ωB97M-V with the def2-TZVPD basis set",
  "species": ["N", "C", "C", "C", "C", "N", "H", "H", "H", "H"],
  "xyz": [[-0.5059, -1.4628, -0.7419], [0.0188, 0.6502, 0.7033], [0.2673, -0.5565, -0.1067], [1.3462, 0.1012, 0.1857], [-0.6642, 1.7790, 0.0636], [-1.2031, 2.6862, -0.4142], [-0.0132, -2.1852, -1.2358], [-1.3301, -1.7770, -0.2485], [-0.3261, 0.5018, 1.7304], [2.4104, 0.2631, 0.0641]],
  "nbo_charge": [-0.79, -0.36, 0.23, -0.26, 0.27, -0.34, 0.39, 0.40, 0.21, 0.24],
  "charge": 0,
  "homo_lumo_gap_ev": 10.0,
  "smiles": "N#C[C@@H]1C=C1N",
  "homo_ha": -0.34157
}

---

Model B:
{
  "formula": "C4H4N2",
  "method": "ωB97M-V with the def2-TZVPD basis set",
  "species": ["C", "C", "N", "N", "C", "C", "H", "H", "H", "H"],
  "xyz": [[-0.8269, 0.4074, -0.8730], [0.0851, 1.4641, -0.8471], [2.1833, 0.6377, 1.5783], [1.3509, -0.0090, 1.2020], [0.4209, -0.9147, 0.8859], [-0.5920, -0.6960, -0.0576], [-1.6955, 0.3250, -1.5331], [-0.1758, 2.1646, -1.6624], [0.5088, -1.8252, 1.4652], [-1.2587, -1.5539, -0.1583]],
  "nbo_charge": [-0.45, -0.30, 0.15, 0.14, -0.30, -0.01, 0.18, 0.12, 0.25, 0.21],
  "charge": 0,
  "homo_lumo_gap_ev": 7.0,
  "homo_ha": -0.28488
}

---

Tell me which of them is the most stable. Sure, it is model A.

---

Model A:
{
  "formula": "C4H4N2",
  "method": "ωB97M-V with the def2-TZVPD basis set",
  "species": ["C", "C", "C", "C", "N", "N", "H", "H", "H", "H"],
  "xyz": [[0.1658, -0.8889, 0.2591], [-0.4865, 0.2323, 0.8118], [0.9883, 0.4032, 0.2495], [-0.8347, -0.1616, -0.6558], [0.9657, 1.0285, -1.0412], [-0.0928, 0.6720, -1.5174], [0.3887, -1.9962, 0.5251], [-1.2523, 0.5649, 1.6288], [1.8953, 0.5187, 0.8334], [-1.7375, -0.3729, -1.0933]],
  "nbo_charge": [-0.21, -0.21, -0.13, -0.16, -0.13, -0.13, 0.25, 0.26, 0.23, 0.23],
  "charge": 0,
  "homo_lumo_gap_ev": 10.4,
  "smiles": "N1=N[C@H]2[C@H]3[C@@H]1[C@@H]23",
  "homo_ha": -0.34516
}

---

Model B:
{
  "formula": "C4H4N2",
  "method": "ωB97M-V with the def2-TZVPD basis set",
  "species": ["C", "C", "N", "N", "C", "C", "H", "H", "H", "H"],
  "xyz": [[-1.3337, -1.0161, 1.1694], [-1.8217, 0.0814, 1.1244], [-0.1032, 2.5694, 0.1460], [0.9662, 2.3944, -0.0487], [1.8234, -0.3901, -1.1634], [0.9079, -1.1673, -1.1921], [-0.8992, -1.9906, 1.2168], [-2.2551, 1.0571, 1.0999], [2.6251, 0.3115, -1.1264], [0.0902, -1.8497, -1.2258]],
  "nbo_charge": [-0.24, -0.23, 0.00, 0.00, -0.24, -0.24, 0.24, 0.24, 0.24, 0.23],
  "charge": 0,
  "homo_lumo_gap_ev": 11.7,
  "smiles": "C#C.C#C.N#N",
  "homo_ha": -0.38168
}

---

Model C:
{
  "formula": "C4H4N2",
  "method": "ωB97M-V with the def2-TZVPD basis set",
  "species": ["N", "C", "C", "C", "C", "N", "H", "H", "H", "H"],
  "xyz": [[-0.3349, -1.1406, -0.3484], [-0.4885, 0.5301, 0.6056], [0.6530, -0.2067, 0.1697], [1.9804, 0.0054, 0.1282], [-0.8644, 1.8081, 0.0689], [-1.1929, 2.8093, -0.4154], [-0.6825, -0.9864, -1.2863], [-0.4288, -2.0973, -0.0112], [-1.1329, 0.1513, 1.3957], [2.4916, -0.8732, -0.3067]],
  "nbo_charge": [-0.69, -0.01, -0.17, -0.30, 0.20, -0.21, 0.40, 0.40, 0.23, 0.14],
  "charge": 0,
  "homo_lumo_gap_ev": [6.2, 6.2],
  "homo_ha": [-0.29490, -0.29503]
}

---

Tell me which of them is the most stable. Sure, it is model B.

---

Model A:
{
  "formula": "C11H12NO2",
  "method": "ωB97M-V with the def2-TZVPD basis set",
  "species": ["C", "C", "O", "O", "H", "H", "H", "C", "C", "C", "C", "C", "C", "C", "C", "C", "N", "H", "H", "H", "H", "H", "H", "H", "H", "H"],
  "xyz": [[0.4914, 3.9367, 1.7707], [-0.3027, 3.9111, 0.4525], [-0.6353, 4.9990, -0.1046], [-0.6017, 2.7545, -0.0011], [-0.3004, 4.0615, 2.5790], [0.7240, 5.1421, 1.7667], [1.3573, 3.3803, 1.9006], [-1.3933, -1.9660, 1.9667], [-0.0147, -0.7012, -1.2070], [-0.1374, -1.8111, -0.3344], [-0.8172, -1.1970, 0.8551], [-1.0159, 0.1311, 0.5462], [1.5210, -1.9059, -2.6325], [0.8459, -0.6873, -2.4200], [1.3383, -3.0734, -1.8359], [0.5568, -3.0119, -0.6476], [-0.6043, 0.4658, -0.7362], [2.1372, -2.0622, -3.5214], [0.9925, -0.0584, -3.2397], [1.7561, -4.0033, -2.1201], [0.1771, -3.8754, -0.3022], [-0.2732, 1.4035, -1.0581], [-1.4234, 0.8926, 1.2417], [-0.4944, -2.1282, 2.6937], [-1.7686, -2.9915, 1.7535], [-2.1152, -1.6054, 2.6346]],
  "nbo_charge": [-0.75, 0.77, -0.76, -0.85, 0.22, 0.21, 0.21, -0.62, 0.17, -0.11, -0.15, 0.03, -0.23, -0.24, -0.26, -0.21, -0.54, 0.19, 0.22, 0.19, 0.19, 0.48, 0.24, 0.19, 0.20, 0.22],
  "charge": -1,
  "homo_lumo_gap_ev": 7.8,
  "homo_ha": -0.16434
}

---

Model B:
{
  "formula": "C11H12NO2",
  "method": "ωB97M-V with the def2-TZVPD basis set",
  "species": ["C", "C", "C", "C", "C", "C", "C", "C", "C", "N", "H", "H", "H", "H", "H", "H", "H", "H", "H", "C", "C", "O", "O", "H", "H", "H"],
  "xyz": [[-3.3062, 0.1796, -0.7869], [0.1822, 0.6710, 0.3812], [-1.1812, 0.5888, 0.6774], [-1.8903, 0.6007, -0.5774], [-0.9345, 0.7370, -1.5375], [1.1999, 0.7940, 1.3437], [0.7842, 0.6598, 2.6510], [-0.5883, 0.6334, 2.9898], [-1.5761, 0.6493, 2.0341], [0.3209, 0.9534, -0.9715], [2.2029, 0.9655, 0.9764], [1.5367, 0.7292, 3.4291], [1.2218, 0.6658, -1.4598], [-0.8701, 0.4820, 4.0266], [-0.9772, 0.7383, -2.6164], [-2.6335, 0.6980, 2.2665], [-3.9874, 0.9947, -0.5159], [-3.5475, -0.7155, -0.2108], [-3.4836, -0.1053, -1.8263], [2.0590, -2.0520, -1.3971], [3.1255, -0.9409, -1.6304], [4.3023, -1.3195, -1.5453], [2.7369, 0.2459, -1.8639], [2.4748, -2.6568, -0.5939], [1.6756, -2.6201, -2.2426], [1.1531, -1.5761, -1.0003]],
  "nbo_charge": [-0.62, 0.15, -0.11, -0.12, -0.01, -0.22, -0.24, -0.26, -0.20, -0.56, 0.24, 0.20, 0.47, 0.20, 0.20, 0.20, 0.20, 0.21, 0.21, -0.75, 0.78, -0.75, -0.81, 0.21, 0.20, 0.20],
  "charge": -1,
  "homo_lumo_gap_ev": 8.0,
  "homo_ha": -0.17194
}

---

Model C:
{
  "formula": "C11H12NO2",
  "method": "ωB97M-V with the def2-TZVPD basis set",
  "species": ["C", "C", "C", "C", "C", "C", "C", "C", "C", "N", "H", "H", "H", "H", "H", "H", "H", "H", "H", "C", "C", "O", "O", "H", "H", "H"],
  "xyz": [[3.8087, 0.7010, -0.3376], [0.3876, -0.8238, 0.1843], [1.6542, -0.4653, 0.7081], [2.3658, 0.2616, -0.3228], [1.3829, 0.3943, -1.2865], [-0.4416, -1.5893, 1.0082], [-0.0297, -2.0003, 2.2583], [1.1864, -1.6003, 2.8570], [2.0028, -0.9103, 2.0045], [0.1916, -0.2180, -1.0463], [-1.4031, -1.9135, 0.5817], [-0.7261, -2.6295, 2.7948], [-1.0226, 0.3382, -1.5846], [1.4079, -2.0763, 3.8032], [1.6171, 0.9139, -2.2028], [3.0618, -0.6920, 2.2073], [4.1958, 0.7552, -1.3638], [4.4469, 0.0719, 0.2775], [3.8449, 1.7572, -0.0883], [-2.8836, 1.3130, 0.1028], [-2.9386, 1.3517, -1.4906], [-2.0146, 0.5678, -1.9671], [-3.7437, 1.9981, -2.1102], [-2.2463, 2.1473, 0.4253], [-2.3824, 0.3574, 0.2746], [-3.8554, 1.2013, 0.5756]],
  "nbo_charge": [-0.63, 0.13, -0.12, -0.16, -0.01, -0.25, -0.25, -0.29, -0.20, -0.60, 0.20, 0.19, 0.51, 0.20, 0.17, 0.18, 0.20, 0.21, 0.20, -0.75, 0.82, -0.77, -0.65, 0.22, 0.22, 0.21],
  "charge": -1,
  "homo_lumo_gap_ev": 7.3,
  "homo_ha": -0.13879
}

---

Tell me which of them is the most stable. Sure, it is model B.